Run 1
The following is a DFT calculation (the ωB97M-V functional and the def2-TZVPD basis) of a cluster of 3 separate species, CH7O3 in total.

Each line ends with the Mulliken charge.
Geometry (Å):
O1 -0.265 0.279 0.318  -0.80
O2 -1.020 -1.985 1.005  -0.78
O3 2.151 0.581 0.356  -0.82
C1 -0.693 0.769 -0.916  -0.61
H1 1.070 0.282 0.414  0.43
H2 0.116 0.667 -1.657  0.22
H3 -0.836 -0.989 0.673  0.44
H4 -1.502 0.190 -1.353  0.25
H5 -0.274 -2.498 0.719  0.24
H6 2.159 0.857 1.271  0.24
H7 -0.906 1.846 -0.830  0.19

Its HOMO-LUMO gap is 8.8 eV. For the HOMO energy, the calculation gives -4.194 eV. As for the lowest unoccupied orbital energy: 0.16751 hartree. As for the net charge: -1.

***

Run 2
The following is a DFT calculation (the ωB97M-V functional and the def2-TZVPD basis) of a structure of composition CH7O3.

Each line ends with the Mulliken charge.
Geometry (Å):
O1 2.429 0.750 -0.901  -0.72
O2 -1.114 -2.077 1.178  -0.85
O3 0.052 -0.001 0.137  -0.84
C1 -0.906 0.938 -0.262  -0.64
H1 -1.228 1.398 0.699  0.20
H2 -0.574 1.696 -0.991  0.26
H3 2.933 0.096 -0.217  0.28
H4 1.515 0.397 -0.700  0.43
H5 -0.517 -1.070 0.739  0.42
H6 -1.953 0.637 -0.545  0.24
H7 -0.638 -2.763 0.863  0.20

Its HOMO-LUMO gap is 8.5 eV. For the HOMO energy, the calculation gives -4.035 eV. As for the lowest unoccupied orbital energy: 0.16280 hartree. As for the net charge: -1.

***

Relative to the most stable structure, the computed energies are run 1 0.0000; run 2 0.0267, all in hartree.

***

Run 1
The following is a DFT calculation (the ωB97M-V functional and the def2-TZVPD basis) of a structure of composition C3H3FO2.

Each line ends with the Mulliken charge.
Geometry (Å):
F1 2.736 -0.361 0.039  -0.23
O1 0.359 1.381 -1.432  -0.41
O2 1.256 -0.917 1.537  -0.37
C1 0.092 0.597 -0.574  0.63
C2 1.466 -0.309 0.578  0.43
C3 -1.218 0.010 -0.140  -1.07
H1 -1.944 0.546 -0.755  0.31
H2 -1.293 -1.043 -0.124  0.35
H3 -1.454 0.096 0.870  0.36

Its HOMO-LUMO gap is 10.2 eV. For the HOMO energy, the calculation gives -10.019 eV. As for the lowest unoccupied orbital energy: 0.00731 hartree.

***

Run 2
The following is a DFT calculation (the ωB97M-V functional and the def2-TZVPD basis) of a cluster of 2 separate species, C3H3FO2 in total.

Each line ends with the Mulliken charge.
Geometry (Å):
F1 -0.784 -1.380 -1.606  -0.09
O1 -1.547 0.003 1.499  -0.50
O2 -1.042 -2.125 -0.466  -0.29
C1 -0.571 0.403 0.978  1.00
C2 0.532 0.757 0.545  -0.32
C3 1.544 1.295 -0.058  -0.65
H1 2.669 1.174 0.074  0.25
H2 1.197 1.929 -0.820  0.25
H3 -1.999 -2.055 -0.146  0.36

As for the SMILES: C=C=C=O.OF. Its HOMO-LUMO gap is 8.3 eV. For the HOMO energy, the calculation gives -8.911 eV. As for the lowest unoccupied orbital energy: -0.02345 hartree.

***

Run 3
The following is a DFT calculation (the ωB97M-V functional and the def2-TZVPD basis) of an isolated molecule of C3H3FO2.

Each line ends with the Mulliken charge.
Geometry (Å):
F1 -1.701 -0.743 -0.794  -0.20
O1 1.869 1.215 -0.209  -0.42
O2 -1.962 0.858 0.685  -0.47
C1 1.053 0.382 -0.493  0.04
C2 0.211 -0.371 0.431  -0.35
C3 -1.262 -0.015 0.209  0.55
H1 0.642 -0.127 1.428  0.26
H2 0.855 0.309 -1.639  0.30
H3 0.294 -1.508 0.380  0.29

As for the SMILES: O=CCC(=O)F. Its HOMO-LUMO gap is 10.8 eV. For the HOMO energy, the calculation gives -10.637 eV. As for the lowest unoccupied orbital energy: 0.00741 hartree.

***

Relative to the most stable structure, the computed energies are run 1 0.0362; run 2 0.2224; run 3 0.0000, all in hartree.

***

Run 1
The following is a DFT calculation (the ωB97M-V functional and the def2-TZVPD basis) of an isolated molecule of C6H9N3O.

Each line ends with the Mulliken charge.
Geometry (Å):
O1 -1.882 1.496 -2.610  -0.59
N1 -0.207 0.243 0.828  -0.21
N2 0.944 -1.527 0.041  -0.64
N3 -2.637 0.461 -0.795  -0.71
C1 0.629 -0.123 1.933  -0.21
C2 -0.411 -0.308 -1.600  -0.76
C3 0.065 -0.614 -0.210  0.44
C4 1.430 -1.303 1.373  -0.18
C5 2.101 0.014 1.682  -0.66
C6 -1.779 0.300 -1.704  0.75
H1 2.746 0.026 2.560  0.29
H2 -1.165 0.563 0.936  0.34
H3 1.711 -2.187 1.947  0.36
H4 0.203 -0.063 2.934  0.37
H5 -3.118 1.440 -1.135  0.29
H6 -0.391 -1.240 -2.179  0.34
H7 -0.991 1.831 -2.766  0.30
H8 2.425 0.640 0.847  0.20
H9 0.327 0.353 -2.081  0.27

As for the SMILES: [H]/N=C(\O)CC1=N[C@H]2C[C@H]2N1. Its HOMO-LUMO gap is 9.2 eV. For the HOMO energy, the calculation gives -8.713 eV. As for the lowest unoccupied orbital energy: 0.01831 hartree.

***

Run 2
The following is a DFT calculation (the ωB97M-V functional and the def2-TZVPD basis) of a structure of composition C6H9N3O.

Each line ends with the Mulliken charge.
Geometry (Å):
O1 2.139 -2.309 -1.336  -0.59
N1 -1.739 0.879 1.524  -0.52
N2 0.072 -0.710 1.431  -0.03
N3 -0.109 -2.327 -1.032  -0.36
C1 -0.095 2.159 -0.885  -1.39
C2 0.164 0.908 -0.110  0.90
C3 -0.556 0.432 0.952  -0.22
C4 1.154 -1.868 -0.807  0.69
C5 1.285 0.012 -0.241  -0.39
C6 1.257 -0.976 0.791  -0.69
H1 -0.895 -1.917 -0.557  0.18
H2 0.830 2.572 -1.287  0.35
H3 -1.976 1.828 1.273  0.25
H4 -1.812 0.739 2.523  0.23
H5 2.167 0.231 -0.821  0.53
H6 -0.204 -3.219 -1.493  0.24
H7 -0.363 -1.357 2.071  0.19
H8 -0.548 2.940 -0.264  0.39
H9 -0.770 1.981 -1.732  0.24

Its HOMO-LUMO gap is 8.6 eV. For the HOMO energy, the calculation gives -8.038 eV. As for the lowest unoccupied orbital energy: 0.02087 hartree.

***

Run 3
The following is a DFT calculation (the ωB97M-V functional and the def2-TZVPD basis) of a cluster of 2 separate species, C6H9N3O in total.

Each line ends with the Mulliken charge.
Geometry (Å):
O1 -1.339 -0.962 -2.770  -0.38
N1 -0.633 1.087 -1.710  -0.44
N2 0.399 1.201 0.993  0.33
N3 -0.776 -0.357 2.135  -0.61
C1 -1.518 -2.270 -2.157  -0.49
C2 0.142 -0.940 1.348  -0.39
C3 -1.011 0.070 -2.129  0.55
C4 0.872 2.441 0.661  -0.88
C5 0.896 -0.018 0.665  -0.38
C6 -0.609 0.899 1.868  -0.01
H1 1.684 -0.006 -0.114  0.40
H2 -1.693 -2.962 -3.001  0.21
H3 -1.247 1.589 2.526  0.30
H4 0.289 3.352 0.991  0.29
H5 -0.482 -2.496 -1.566  0.23
H6 0.969 2.554 -0.409  0.36
H7 -2.359 -2.316 -1.477  0.30
H8 1.965 2.640 1.084  0.29
H9 0.261 -2.070 1.223  0.33

As for the SMILES: Cn1ccnc1.COC#N. Its HOMO-LUMO gap is 9.1 eV. For the HOMO energy, the calculation gives -8.473 eV. As for the lowest unoccupied orbital energy: 0.02267 hartree.

***

Relative to the most stable structure, the computed energies are run 1 0.0134; run 2 0.0000; run 3 0.0257, all in hartree.

***

Run 1
The following is a DFT calculation (the ωB97M-V functional and the def2-TZVPD basis) of an isolated molecule of C3H11P3.

Each line ends with the Mulliken charge.
Geometry (Å):
P1 0.254 -0.523 0.208  -0.10
P2 0.034 1.784 0.171  0.03
P3 1.113 3.329 1.546  -0.13
C1 1.144 1.676 -1.500  -1.03
C2 -0.866 -3.096 -0.278  -0.99
C3 -1.188 -1.651 0.528  -0.54
H1 0.904 -0.911 1.514  0.07
H2 0.186 -3.401 -0.110  0.32
H3 1.322 2.592 -2.098  0.35
H4 0.466 1.142 -2.231  0.31
H5 -1.186 -2.005 1.531  0.35
H6 -0.916 -3.267 -1.388  0.31
H7 -0.039 3.663 2.128  0.06
H8 -1.725 -3.664 0.144  0.30
H9 0.624 4.366 0.708  0.07
H10 -2.133 -1.116 0.240  0.33
H11 2.005 1.081 -1.114  0.30

As for the SMILES: CCPP(C)#[PH2]. Its HOMO-LUMO gap is 8.1 eV. For the HOMO energy, the calculation gives -7.798 eV. As for the lowest unoccupied orbital energy: 0.01097 hartree.

***

Run 2
The following is a DFT calculation (the ωB97M-V functional and the def2-TZVPD basis) of an isolated molecule of C3H11P3.

Each line ends with the Mulliken charge.
Geometry (Å):
P1 2.720 -1.487 0.232  -0.09
P2 1.669 1.709 0.131  -0.19
P3 1.377 -0.209 -0.950  0.02
C1 -2.544 -0.273 0.280  -1.05
C2 -1.335 0.218 -0.421  -0.26
C3 -0.165 -0.755 -0.100  -1.16
H1 -2.497 -1.256 0.985  0.28
H2 -3.381 -0.333 -0.464  0.26
H3 -1.271 0.267 -1.532  0.40
H4 0.971 2.578 -0.730  0.07
H5 -1.122 1.253 -0.098  0.19
H6 2.025 -1.003 1.329  0.07
H7 2.838 2.059 -0.652  0.07
H8 -0.382 -1.707 -0.394  0.58
H9 -2.866 0.510 1.018  0.29
H10 3.798 -0.633 0.451  0.05
H11 0.165 -0.937 0.914  0.46

As for the SMILES: CCCP(P)#[PH2]. Its HOMO-LUMO gap is 9.4 eV. For the HOMO energy, the calculation gives -8.365 eV. As for the lowest unoccupied orbital energy: 0.03884 hartree.

***

Relative to the most stable structure, the computed energies are run 1 0.0545; run 2 0.0000, all in hartree.

***

Run 1
The following is a DFT calculation (the ωB97M-V functional and the def2-TZVPD basis) of a cluster of 2 separate species, C6H14O3 in total.

Each line ends with the Mulliken charge.
Geometry (Å):
O1 2.296 -0.153 -1.737  -0.62
O2 1.161 2.031 -1.118  -0.32
O3 1.394 1.140 -0.047  -0.26
C1 -1.929 0.187 1.536  -1.57
C2 -0.664 -1.260 -0.091  -1.17
C3 1.982 -0.142 -0.559  0.91
C4 -1.227 0.074 0.189  1.40
C5 2.831 -0.673 0.567  -1.15
C6 -2.042 0.661 -0.959  -1.60
H1 0.500 -1.046 -0.576  0.07
H2 -1.509 0.570 -1.904  0.35
H3 3.007 -1.732 0.395  0.34
H4 -2.861 -0.380 1.530  0.38
H5 2.331 -0.525 1.520  0.32
H6 -2.168 1.227 1.759  0.37
H7 1.503 1.503 -1.884  0.35
H8 -3.000 0.144 -1.050  0.43
H9 -0.260 0.731 0.253  -0.01
H10 -2.239 1.719 -0.786  0.36
H11 -1.308 -0.207 2.340  0.38
H12 -1.253 -1.895 -0.750  0.35
H13 3.785 -0.148 0.593  0.34
H14 -0.329 -1.828 0.778  0.34

As for the SMILES: CC(=O)OO.CC(C)C. Its HOMO-LUMO gap is 9.8 eV. For the HOMO energy, the calculation gives -9.723 eV. As for the lowest unoccupied orbital energy: 0.00223 hartree.

***

Run 2
The following is a DFT calculation (the ωB97M-V functional and the def2-TZVPD basis) of a structure of composition C6H14O3.

Each line ends with the Mulliken charge.
Geometry (Å):
O1 -0.894 -0.379 -1.962  -0.54
O2 0.264 -1.617 -0.196  -0.93
O3 1.292 0.098 -1.782  -0.46
C1 -1.200 -1.317 1.649  -1.51
C2 0.080 -0.933 0.928  1.35
C3 -0.162 1.861 -2.485  -1.10
C4 0.044 0.491 -1.939  0.76
C5 -0.236 0.998 0.594  -1.42
C6 1.324 -0.885 1.795  -1.50
H1 2.157 -0.471 1.229  0.33
H2 -1.349 -0.734 2.556  0.35
H3 -0.597 -1.207 -1.123  0.46
H4 -1.204 1.268 0.174  0.31
H5 -2.058 -1.185 0.990  0.34
H6 1.259 -0.724 -1.198  0.50
H7 -1.171 2.206 -2.277  0.33
H8 0.626 1.611 0.339  0.32
H9 -0.026 1.809 -3.569  0.37
H10 -0.348 1.135 1.666  0.56
H11 1.170 -0.292 2.694  0.34
H12 0.582 2.545 -2.086  0.33
H13 -1.141 -2.375 1.920  0.41
H14 1.587 -1.904 2.084  0.42

Its HOMO-LUMO gap is 9.1 eV. For the HOMO energy, the calculation gives -8.444 eV. As for the lowest unoccupied orbital energy: 0.02440 hartree.

***

Relative to the most stable structure, the computed energies are run 1 0.0885; run 2 0.0000, all in hartree.